{
  "formula": "C35H27IrN4O2",
  "method": "ωB97M-V/def2-TZVPD",
  "homo_lumo_gap_ha": 0.2252,
  "total_charge": 0,
  "relative_energy_kj_mol": 0.0,
  "elements": ["Ir", "O", "C", "O", "C", "C", "C", "N", "C", "C", "C", "C", "C", "C", "C", "N", "C", "C", "C", "C", "C", "N", "H", "H", "H", "H", "H", "H", "H", "H", "H", "H", "C", "C", "C", "C", "C", "C", "C", "H", "H", "H", "H", "H", "H", "H", "C", "C", "C", "C", "C", "C", "N", "C", "C", "C", "C", "C", "C", "H", "H", "H", "H", "H", "H", "H", "H", "H", "H"],
  "positions_angstrom": [[0.4472, 0.0223, -0.2894], [-0.1988, 0.7292, 6.4809], [-0.0356, -0.3666, 5.9234], [0.0924, -1.5218, 6.3568], [0.0311, -0.2724, 4.3703], [-0.0984, 0.9570, 3.7377], [0.0103, 1.0162, 2.3604], [0.2377, -0.1005, 1.6618], [0.3406, -1.3057, 2.2373], [0.2396, -1.4196, 3.6115], [0.5726, -2.3944, 1.2613], [0.6922, -3.7204, 1.6415], [0.9307, -4.6861, 0.6788], [1.0591, -4.2963, -0.6438], [0.9246, -2.9589, -0.9630], [0.6649, -2.0248, -0.0453], [-0.1024, 2.2151, 1.5001], [-0.3474, 3.4748, 2.0123], [-0.4872, 4.5461, 1.1448], [-0.3945, 4.3204, -0.2179], [-0.1399, 3.0385, -0.6708], [0.0229, 2.0063, 0.1580], [-0.2609, 1.8192, 4.3716], [0.3230, -2.3529, 4.1538], [0.6028, -3.9820, 2.6857], [1.0205, -5.7261, 0.9616], [1.2561, -5.0078, -1.4324], [1.0135, -2.6120, -1.9830], [-0.4283, 3.6059, 3.0814], [-0.6726, 5.5394, 1.5307], [-0.5062, 5.1190, -0.9370], [-0.0441, 2.8260, -1.7256], [2.4668, 0.1366, 0.1600], [2.8876, 1.3459, 0.9327], [3.0711, 2.5822, 0.3092], [3.3932, 3.7098, 1.0465], [3.5413, 3.6243, 2.4262], [3.3838, 2.3995, 3.0572], [3.0666, 1.2718, 2.3125], [2.7371, -0.7642, 0.7181], [2.9643, 0.0801, -0.8078], [2.9401, 2.6645, -0.7634], [3.5293, 4.6598, 0.5442], [3.7864, 4.5057, 3.0045], [3.4980, 2.3190, 4.1307], [2.9377, 0.3192, 2.8164], [-2.0800, -3.1832, -3.7373], [-1.0237, -2.6954, -4.5029], [-0.2860, -1.6063, -4.0754], [-0.5915, -0.9680, -2.8647], [-1.6897, -1.4316, -2.1358], [-2.4092, -2.5442, -2.5531], [0.2278, 0.0420, -2.3368], [0.6121, 1.0639, -3.2128], [-0.2717, 1.5804, -4.1728], [0.0900, 2.6556, -4.9676], [1.3383, 3.2520, -4.8350], [2.2285, 2.7362, -3.9041], [1.8762, 1.6524, -3.1140], [-2.6485, -4.0401, -4.0733], [-0.7647, -3.1821, -5.4351], [0.5528, -1.2475, -4.6597], [-1.9819, -0.8988, -1.2340], [-3.2458, -2.8935, -1.9609], [-1.2572, 1.1432, -4.2752], [-0.6178, 3.0402, -5.6916], [1.6146, 4.0944, -5.4548], [3.2161, 3.1695, -3.7998], [2.5907, 1.2448, -2.4151]],
  "forces_ev_per_angstrom": [[-0.14, -0.09, -0.46], [0.01, -0.02, -0.02], [-0.02, -0.01, 0.03], [0.00, 0.03, -0.02], [0.02, -0.02, -0.01], [0.00, -0.02, -0.01], [0.00, 0.09, 0.00], [0.01, 0.02, 0.11], [0.01, -0.04, 0.01], [-0.01, 0.04, 0.02], [-0.01, 0.02, 0.03], [0.02, -0.02, -0.01], [-0.01, 0.03, 0.00], [0.01, 0.00, 0.00], [0.02, 0.01, -0.09], [0.06, -0.01, 0.17], [0.02, -0.07, -0.02], [0.01, 0.05, -0.03], [0.01, -0.05, -0.04], [0.01, 0.01, 0.05], [0.04, 0.04, -0.04], [0.00, -0.03, 0.20], [-0.01, 0.00, -0.01], [0.00, 0.00, -0.01], [0.00, -0.01, 0.00], [0.01, 0.00, 0.00], [0.00, -0.01, 0.01], [-0.02, 0.01, 0.03], [0.00, 0.01, 0.00], [0.00, 0.00, 0.00], [-0.01, 0.00, 0.01], [0.00, -0.01, -0.01], [0.07, 0.01, 0.04], [0.00, 0.00, -0.01], [0.00, 0.00, 0.02], [0.00, -0.01, -0.01], [0.00, -0.01, 0.02], [-0.01, 0.01, 0.00], [-0.02, -0.01, 0.01], [-0.03, 0.01, 0.03], [0.00, 0.01, -0.02], [0.00, 0.00, 0.00], [0.00, 0.00, 0.00], [0.00, 0.00, 0.00], [0.01, 0.00, 0.00], [0.00, 0.00, 0.00], [-0.01, -0.01, 0.00], [0.01, 0.01, 0.01], [-0.03, 0.00, -0.03], [0.10, 0.02, 0.05], [0.01, -0.01, 0.00], [0.00, 0.01, 0.01], [-0.10, 0.04, 0.01], [0.01, 0.03, -0.04], [0.00, 0.01, 0.01], [-0.01, 0.00, -0.01], [0.01, -0.01, 0.02], [0.00, 0.02, -0.02], [0.00, -0.02, 0.01], [0.00, 0.00, 0.00], [0.00, 0.01, 0.00], [0.00, -0.01, 0.00], [-0.02, 0.00, 0.00], [0.00, 0.00, 0.00], [0.00, -0.01, 0.01], [0.00, 0.00, 0.00], [0.00, 0.00, 0.00], [0.00, 0.00, 0.00], [-0.01, -0.03, 0.02]]
}



{
  "formula": "C26H37N2O5",
  "method": "ωB97M-V/def2-TZVPD",
  "homo_lumo_gap_ha": 0.3040,
  "total_charge": 1,
  "relative_energy_kj_mol": 25.7,
  "elements": ["C", "O", "C", "C", "C", "C", "C", "C", "N", "C", "C", "C", "C", "N", "C", "C", "C", "C", "C", "O", "C", "C", "O", "C", "C", "C", "C", "C", "O", "C", "C", "O", "C", "H", "H", "H", "H", "H", "H", "H", "H", "H", "H", "H", "H", "H", "H", "H", "H", "H", "H", "H", "H", "H", "H", "H", "H", "H", "H", "H", "H", "H", "H", "H", "H", "H", "H", "H", "H", "H"],
  "positions_angstrom": [[-5.9032, -1.1058, 1.5977], [-5.1922, -0.4983, 0.5456], [-3.9800, -1.0084, 0.1810], [-3.3892, -2.0923, 0.8179], [-2.1703, -2.6027, 0.4058], [-1.5048, -2.0315, -0.6645], [-0.1543, -2.5450, -1.1003], [0.8768, -2.1330, -0.0495], [2.3000, -2.2665, -0.4611], [2.6508, -3.6400, -0.8354], [2.6702, -1.2714, -1.4898], [4.1768, -1.0878, -1.6800], [4.9568, -0.7832, -0.3904], [4.3656, 0.2653, 0.4157], [4.6110, 1.6521, 0.0819], [3.3896, 2.3481, -0.5373], [2.0278, 2.0168, 0.0334], [0.9314, 2.3280, -0.7783], [-0.3728, 2.1244, -0.3695], [-1.4757, 2.4243, -1.0834], [-1.3291, 2.9822, -2.3671], [-0.6063, 1.5524, 0.9064], [-1.9060, 1.3788, 1.2391], [-2.2169, 0.8550, 2.5080], [0.4783, 1.2251, 1.6960], [1.7920, 1.4739, 1.2879], [2.9179, 1.0431, 2.2031], [3.5757, -0.0697, 1.4442], [3.2928, -1.2560, 1.6743], [-2.0801, -0.9422, -1.2973], [-3.3057, -0.4131, -0.9074], [-3.7469, 0.6118, -1.6730], [-4.6680, 1.5518, -1.1555], [-6.1393, -2.1504, 1.3738], [-6.8294, -0.5402, 1.6847], [-5.3566, -1.0487, 2.5448], [-3.8902, -2.5667, 1.6459], [-1.7567, -3.4582, 0.9182], [-0.1875, -3.6309, -1.1989], [0.0875, -2.1111, -2.0700], [0.7400, -2.7338, 0.8514], [0.7093, -1.0874, 0.2236], [2.8418, -1.9947, 0.4427], [2.1753, -3.9146, -1.7759], [3.7284, -3.7377, -0.9423], [2.3203, -4.3241, -0.0569], [2.2345, -1.5692, -2.4461], [2.2264, -0.3179, -1.1914], [4.6216, -1.9691, -2.1429], [4.3038, -0.2607, -2.3802], [5.9728, -0.4867, -0.6596], [5.0279, -1.6764, 0.2366], [5.4348, 1.6869, -0.6329], [4.9396, 2.1862, 0.9762], [3.3600, 2.1285, -1.6081], [3.5464, 3.4262, -0.4452], [1.1249, 2.7673, -1.7443], [-2.3402, 3.1049, -2.7479], [-0.7750, 2.3157, -3.0357], [-0.8323, 3.9567, -2.3279], [-1.8538, -0.1724, 2.6157], [-3.3035, 0.8607, 2.5666], [-1.8111, 1.4780, 3.3109], [0.3214, 0.7868, 2.6683], [3.5899, 1.8653, 2.4368], [2.5145, 0.6398, 3.1306], [-1.5946, -0.4725, -2.1386], [-4.3096, 1.9608, -0.2091], [-4.7144, 2.3460, -1.8997], [-5.6616, 1.1219, -1.0235]],
  "forces_ev_per_angstrom": [[-0.17, -0.12, 0.17], [0.31, 0.13, -0.32], [-0.02, 0.04, -0.07], [-0.14, 0.08, 0.06], [0.09, 0.03, -0.07], [0.02, -0.07, 0.00], [0.00, 0.09, 0.16], [-0.62, 0.06, 0.00], [0.25, 0.06, 0.56], [0.15, -0.51, -0.15], [0.31, 0.43, -0.50], [-0.05, -0.08, 0.32], [0.06, -0.32, -0.23], [0.28, -0.19, 0.12], [-0.15, 0.52, -0.03], [0.11, 0.03, 0.05], [-0.03, -0.03, 0.19], [-0.23, -0.01, -0.03], [-0.06, -0.07, 0.10], [0.05, -0.15, 0.43], [0.03, 0.11, -0.26], [-0.14, 0.02, -0.11], [0.27, 0.24, -0.37], [-0.02, -0.13, 0.29], [-0.26, 0.09, 0.04], [-0.05, 0.20, -0.20], [-0.09, -0.03, 0.02], [0.11, -0.04, 0.07], [-0.05, -0.11, 0.46], [-0.21, 0.03, 0.10], [0.11, -0.13, 0.05], [0.03, -0.43, -0.09], [-0.32, 0.39, 0.12], [0.03, 0.03, 0.02], [0.05, -0.08, 0.04], [0.00, -0.02, -0.04], [-0.11, -0.01, 0.07], [0.04, -0.14, 0.07], [0.06, -0.02, -0.10], [0.04, -0.04, -0.08], [0.12, 0.05, 0.01], [0.17, -0.05, 0.00], [-0.26, -0.11, -0.52], [-0.02, 0.07, 0.01], [0.01, 0.07, 0.01], [-0.03, 0.05, 0.04], [-0.08, 0.01, 0.12], [-0.07, -0.12, 0.03], [0.04, 0.01, -0.09], [-0.04, -0.03, -0.09], [-0.06, -0.03, 0.07], [0.06, 0.13, -0.11], [-0.02, -0.01, 0.12], [0.04, -0.06, -0.13], [0.02, 0.04, -0.01], [0.06, 0.01, -0.11], [-0.03, 0.06, -0.15], [0.07, 0.01, -0.03], [0.00, 0.00, 0.03], [-0.01, -0.05, 0.01], [0.00, 0.04, -0.01], [0.04, -0.04, 0.03], [0.00, -0.01, -0.04], [-0.08, -0.06, 0.12], [0.04, -0.02, 0.04], [0.11, -0.01, -0.08], [0.08, 0.11, -0.14], [-0.02, 0.00, -0.02], [0.01, -0.01, 0.06], [0.13, 0.09, -0.05]]
}



{
  "formula": "C6H8",
  "method": "ωB97M-V/def2-TZVPD",
  "homo_lumo_gap_ha": 0.3629,
  "total_charge": 0,
  "relative_energy_kj_mol": 261.5,
  "elements": ["C", "C", "C", "C", "C", "C", "H", "H", "H", "H", "H", "H", "H", "H"],
  "positions_angstrom": [[-1.2312, 0.8562, 0.0657], [-0.1518, 0.6580, -0.9607], [-0.9761, -0.5199, -0.5083], [0.3395, -1.1588, 0.1298], [0.9742, -0.2062, 1.1226], [1.1230, 0.0364, -0.3508], [-0.9567, 1.0029, 1.0970], [-2.0993, 1.4661, -0.1689], [-0.1444, 1.1525, -1.9282], [-1.7345, -1.0668, -1.0739], [0.6153, -2.2147, 0.0780], [1.8456, -0.4442, 1.7263], [0.3036, 0.4170, 1.6904], [2.0784, 0.0615, -0.8675]],
  "forces_ev_per_angstrom": [[-0.09, 0.06, 0.10], [0.05, 0.24, -0.09], [-0.03, -0.10, 0.11], [-0.14, -0.05, 0.06], [0.01, 0.01, 0.14], [0.17, 0.17, -0.01], [-0.30, 0.34, -0.17], [-0.01, -0.51, -0.49], [-0.15, -0.08, 0.23], [0.41, 0.12, 0.26], [-0.20, 0.44, -0.06], [-0.02, -0.52, -0.49], [0.44, -0.03, 0.18], [-0.14, -0.08, 0.24]]
}



{
  "formula": "C6H8Cl6F3O3Sr",
  "method": "ωB97M-V/def2-TZVPD",
  "homo_lumo_gap_ha": 0.2551,
  "total_charge": 1,
  "elements": ["Sr", "O", "H", "C", "C", "O", "C", "O", "C", "F", "F", "F", "H", "H", "H", "H", "H", "C", "Cl", "Cl", "Cl", "H", "C", "Cl", "Cl", "Cl", "H"],
  "positions_angstrom": [[3.5887, -0.3225, -3.0084], [2.2530, -0.3288, -0.9561], [1.7292, 0.3413, -0.4753], [-1.4832, -1.6457, -2.3308], [-0.9553, -1.3010, -0.8839], [-1.8921, -1.5094, 0.1791], [-2.4701, -0.4582, 0.7503], [-2.5404, 0.6468, 0.1788], [-3.4109, -0.7857, 1.9269], [-4.6445, -0.2379, 1.7276], [-3.5030, -2.1324, 1.9745], [-3.0287, -0.3795, 3.1139], [-0.7040, -1.4033, -3.0535], [-2.3856, -1.0618, -2.5118], [-1.7671, -2.6682, -2.5799], [-0.7315, -0.2357, -0.9407], [-0.1182, -1.9472, -0.6197], [2.4268, -0.0811, 2.4057], [0.6933, 0.1256, 2.8747], [2.7924, -1.8236, 2.2056], [3.5691, 0.7023, 3.5777], [2.6584, 0.3199, 1.4190], [1.9436, 3.1455, -1.0853], [3.7402, 2.9651, -0.9376], [1.5227, 4.8247, -1.4494], [1.1486, 2.6547, 0.4468], [1.5686, 2.5959, -1.9487]],
  "forces_ev_per_angstrom": [[-1.55, 0.20, 2.80], [1.17, 0.55, -2.24], [0.35, -0.57, -0.48], [-0.41, 0.05, 1.04], [-0.26, -0.33, -1.55], [-0.23, -0.34, 1.10], [-1.03, 3.17, -3.70], [0.64, -2.41, 2.21], [-1.07, -1.03, -0.08], [1.24, -0.73, -0.29], [-0.51, 0.49, 0.09], [0.79, 0.48, 0.38], [0.03, 0.39, 0.06], [0.19, 0.27, -0.20], [0.16, -0.25, 0.70], [0.41, -0.17, 0.36], [0.13, 0.43, -0.05], [0.34, -0.42, 0.32], [1.18, 0.09, -0.35], [-0.10, 0.46, 0.35], [-0.93, -0.51, -0.68], [-0.48, 0.28, 0.35], [-0.26, 0.75, 0.56], [-0.64, -0.24, -0.36], [0.24, -0.19, 0.09], [0.42, -0.03, -0.96], [0.19, -0.39, 0.53]]
}



| no. | strongest force on any atom (eV/Å) |
| --- | --- |
| 1 | 0.49 |
| 2 | 0.72 |
| 3 | 0.71 |
| 4 | 4.98 |